Record 1
DFT (the ωB97M-V functional and the def2-TZVPD basis) results for the molecule C4H10N2O.

```
17
Properties=species:S:1:pos:R:3:mulliken_charge:R:1
O 0.18 1.93 -2.32 -0.4577
N 1.25 -0.36 -0.81 -0.6198
N 0.55 -2.05 1.43 -0.5356
C -0.39 -1.14 0.78 -0.7508
C -0.84 1.06 -0.35 -0.6247
C 0.27 0.08 0.19 0.0600
C -0.27 2.13 -1.23 -0.1051
H -1.49 1.38 0.47 0.4068
H -0.87 -1.69 -0.03 0.3057
H 0.82 0.66 0.93 0.3607
H -0.24 3.14 -0.80 0.3253
H -1.49 0.38 -0.92 0.2953
H 0.02 -2.69 2.03 0.2323
H 1.23 -1.56 1.97 0.2207
H 0.70 -0.84 -1.51 0.2791
H 1.74 0.38 -1.28 0.2896
H -1.19 -0.79 1.45 0.3181
```

Its structure (SMILES) is NC[C@@H](N)CC=O. As for the HOMO-LUMO gap: 9.87 eV. The value obtained for the energy above the lowest of the compared OMol25 structures with the same formula, charge and spin is 177.8 kJ/mol. Its HOMO energy is -9.02 eV. For the molar mass, the calculation gives 102.14 g mol⁻¹.

***

Record 2
DFT (the ωB97M-V functional and the def2-TZVPD basis) results for the molecule C4H10N2O.

```
17
Properties=species:S:1:pos:R:3:mulliken_charge:R:1
O -0.12 -0.02 2.70 -0.5547
N -0.50 1.80 -1.22 -0.5809
N -0.11 -1.36 0.83 -0.1566
C -0.13 -0.46 -0.31 0.3824
C -0.61 0.97 0.02 -0.8158
C -0.06 -1.10 2.16 -0.0550
C 1.19 -0.46 -1.10 -1.1815
H 1.36 0.55 -1.47 0.3172
H 1.97 -0.96 -0.52 0.3667
H 0.10 -2.30 0.56 0.2724
H 1.08 -1.02 -2.04 0.2558
H 0.02 1.43 0.75 0.4513
H -0.17 2.72 -0.94 0.2102
H 0.01 -2.00 2.78 0.3650
H -1.44 1.96 -1.57 0.2581
H -1.65 0.97 0.36 0.3326
H -0.94 -0.71 -1.00 0.1327
```

Its structure (SMILES) is C[C@H](CN)NC=O. As for the HOMO-LUMO gap: 10.43 eV. The value obtained for the energy above the lowest of the compared OMol25 structures with the same formula, charge and spin is 134.6 kJ/mol. Its HOMO energy is -9.54 eV. For the molar mass, the calculation gives 102.14 g mol⁻¹.